Formula: C35H49F19O17
Source: the OMol25 dataset
Level of theory: wB97M-V/def2-TZVPD

Properties
E_LUMO: 0.2 eV
multiplicity: 1
E: -123530.460 eV
maximum force: 0.0166 hartree/bohr
SMILES string: CCOCCOCCOC[C@@H]1CC(=O)O[C@@H]1F.CCOC(=O)C(F)(F)F.CCOC(=O)C(F)(F)F.CCOC(=O)C(F)(F)F.CCOC(=O)C(F)(F)F.CCOC(=O)C(F)(F)F.CCOC(=O)C(F)(F)F

Positions of all 120 atoms, in Å:
C  6.8335  -3.1109  2.9415
C  6.8044  -1.7483  2.2625
O  6.1294  -0.7689  3.0274
C  4.8094  -0.4722  2.6311
C  3.7943  -1.2469  3.4839
O  2.6169  -0.4948  3.7255
C  1.4668  -1.0004  3.0949
C  0.2017  -0.5256  3.8013
O  -0.7586  -1.5713  3.9368
C  -1.4612  -1.8705  2.7439
C  -0.9016  -3.0862  2.0094
C  -0.0455  -2.8650  0.7525
C  -0.5714  -3.8583  -0.2437
O  -0.4378  -3.9051  -1.4228
O  -1.3264  -4.7846  0.4506
C  -1.9194  -4.1202  1.5240
F  -3.0380  -3.4664  1.0401
H  5.9284  -3.6899  2.7521
H  6.9565  -3.0022  4.0164
H  7.6644  -3.6908  2.5387
H  7.8329  -1.4037  2.1384
H  6.3785  -1.8464  1.2608
H  4.6265  -0.7398  1.5925
H  4.6103  0.5939  2.7299
H  4.2471  -1.5028  4.4433
H  3.5666  -2.1905  2.9787
H  1.4608  -2.0935  3.1392
H  1.4381  -0.7081  2.0369
H  0.4596  -0.1892  4.8042
H  -0.2737  0.3140  3.2886
H  -1.5115  -0.9962  2.0894
H  -2.4939  -2.0832  3.0311
H  -0.2406  -3.5756  2.7254
H  -0.0258  -1.8583  0.3368
H  1.0016  -3.0904  0.9551
H  -2.1851  -4.8295  2.3025
C  -2.5814  -2.4446  6.3501
C  -2.3988  -1.3056  7.3250
O  -3.5586  -0.4454  7.3530
C  -4.5794  -0.8706  8.0770
O  -4.6487  -1.8745  8.7195
C  -5.7191  0.1646  8.0110
F  -5.9320  0.5709  6.7544
F  -5.4089  1.2375  8.7497
F  -6.8489  -0.3531  8.4801
H  -2.8202  -2.0572  5.3627
H  -1.6649  -3.0279  6.2829
H  -3.3930  -3.1030  6.6607
H  -1.5787  -0.6625  7.0140
H  -2.1856  -1.6618  8.3320
C  3.4973  5.5059  0.1471
C  2.4070  4.5574  -0.2964
O  2.9653  3.4046  -0.9658
C  3.4523  2.4561  -0.1918
O  3.4738  2.4229  1.0032
C  3.9829  1.3069  -1.0702
F  4.7261  1.7624  -2.0808
F  2.9482  0.6250  -1.5812
F  4.7310  0.4707  -0.3525
H  4.1204  5.7830  -0.6987
H  3.0611  6.4075  0.5753
H  4.1385  5.0439  0.8973
H  1.7615  5.0248  -1.0358
H  1.7849  4.2314  0.5362
C  9.1888  4.1321  -2.3246
C  8.0452  4.2416  -3.3083
O  7.0948  5.2486  -2.9013
C  7.4170  6.5023  -3.1750
O  8.4001  6.8987  -3.7238
C  6.2780  7.4286  -2.7064
F  5.8768  7.1013  -1.4710
F  5.2278  7.3082  -3.5284
F  6.6668  8.6957  -2.7031
H  8.8099  3.9415  -1.3202
H  9.8485  3.3142  -2.6116
H  9.7722  5.0513  -2.2956
H  7.4740  3.3169  -3.3435
H  8.3966  4.4614  -4.3154
C  -8.5601  0.6002  4.9889
C  -9.7579  -0.3104  4.8424
O  -9.8707  -0.8196  3.4963
C  -9.0793  -1.8347  3.1925
O  -8.2889  -2.3769  3.9055
C  -9.3456  -2.2783  1.7398
F  -9.3997  -1.2276  0.9159
F  -10.5158  -2.9253  1.6730
F  -8.3868  -3.0947  1.3215
H  -8.6039  1.4088  4.2584
H  -8.5363  1.0306  5.9885
H  -7.6326  0.0544  4.8285
H  -10.6837  0.2326  5.0169
H  -9.7188  -1.1428  5.5437
C  0.3453  -0.9462  -3.5391
C  0.4331  -0.7072  -5.0284
O  -0.5314  0.2783  -5.4628
C  -0.1996  1.5417  -5.2457
O  0.7997  1.9504  -4.7352
C  -1.2977  2.4765  -5.7912
F  -2.5154  2.0587  -5.4244
F  -1.2485  2.5023  -7.1287
F  -1.1228  3.7104  -5.3377
H  -0.6680  -1.2298  -3.2536
H  1.0235  -1.7460  -3.2454
H  0.6098  -0.0475  -2.9821
H  0.1823  -1.6105  -5.5802
H  1.4321  -0.3962  -5.3305
C  -2.5437  -0.5867  -7.8421
C  -3.6598  -1.6017  -7.9376
O  -3.7614  -2.1568  -9.2670
C  -2.8937  -3.1086  -9.5636
O  -2.0429  -3.5610  -8.8569
C  -3.1550  -3.6157  -10.9964
F  -3.3182  -2.5985  -11.8470
F  -4.2667  -4.3618  -11.0151
F  -2.1399  -4.3601  -11.4171
H  -2.6751  0.1939  -8.5923
H  -2.5400  -0.1314  -6.8580
H  -1.5734  -1.0523  -8.0123
H  -4.6243  -1.1349  -7.7526
H  -3.5337  -2.4094  -7.2177

Cartesian forces, eV/Å:
-0.120 -0.108 -0.227
0.339 -0.253 0.174
-0.047 0.182 -0.356
-0.573 -0.296 0.297
0.323 0.014 0.008
-0.169 -0.097 0.025
-0.111 -0.027 -0.201
-0.163 -0.039 0.113
0.164 0.296 -0.182
-0.571 -0.080 0.014
0.847 -0.010 -0.116
0.241 0.469 0.085
-0.117 -0.001 -0.183
0.269 -0.134 0.056
-0.324 -0.004 -0.094
0.492 0.362 0.271
-0.057 -0.180 0.231
-0.115 0.072 0.083
0.109 0.028 0.045
0.049 -0.062 0.079
-0.009 0.122 0.040
-0.108 0.158 -0.049
0.261 0.092 -0.188
0.172 0.059 0.152
0.054 0.160 0.064
-0.193 -0.066 0.090
0.057 -0.075 0.051
0.124 -0.007 -0.054
0.046 -0.137 0.067
0.093 0.092 -0.074
0.092 0.042 -0.041
0.023 -0.033 0.079
-0.282 -0.238 0.165
-0.349 0.019 -0.027
0.034 -0.177 -0.118
-0.410 -0.121 -0.219
-0.370 -0.092 0.032
0.429 -0.191 -0.058
-0.033 0.076 0.018
0.141 -0.026 -0.050
-0.050 -0.035 0.058
-0.080 -0.019 0.014
0.017 0.042 0.014
0.020 0.033 -0.001
-0.029 0.002 0.001
0.095 0.031 -0.039
0.043 0.038 -0.021
0.050 -0.005 0.095
-0.096 0.109 -0.034
-0.152 -0.001 0.038
0.159 -0.188 0.020
-0.189 0.395 0.148
-0.028 -0.063 -0.058
-0.048 0.147 0.010
0.005 -0.072 0.063
0.108 0.034 -0.046
0.002 -0.008 -0.047
0.020 -0.104 -0.008
-0.083 0.020 -0.109
-0.054 0.068 -0.053
-0.037 0.004 -0.019
-0.066 0.001 0.057
0.051 -0.098 -0.112
0.098 -0.141 0.027
-0.042 0.201 0.122
0.219 -0.350 -0.096
-0.068 0.042 0.012
0.006 -0.165 -0.038
0.044 0.067 -0.017
0.007 0.037 0.001
0.020 0.111 0.022
-0.043 -0.006 -0.004
0.010 0.011 0.010
-0.006 -0.080 -0.018
-0.013 -0.024 -0.016
0.022 -0.011 -0.066
-0.114 0.064 0.049
-0.002 0.140 0.021
0.084 -0.038 -0.249
-0.030 0.206 0.394
-0.040 -0.048 -0.059
-0.061 0.094 0.103
0.057 -0.057 -0.007
0.064 0.010 0.009
-0.004 -0.007 -0.050
-0.043 -0.018 -0.028
0.004 -0.030 -0.033
-0.067 0.039 0.050
-0.029 -0.006 0.021
-0.005 -0.039 0.066
-0.042 -0.019 -0.145
0.076 -0.087 -0.094
-0.147 0.232 0.147
0.235 -0.429 0.101
0.028 0.206 -0.009
0.073 -0.202 0.029
0.042 0.084 0.017
0.007 0.007 0.074
-0.039 0.016 -0.022
-0.031 0.001 -0.051
-0.015 0.042 -0.014
0.021 -0.123 -0.045
-0.020 -0.046 -0.031
0.088 -0.001 -0.043
-0.136 0.073 -0.059
-0.038 0.165 0.014
0.041 -0.101 -0.356
-0.030 0.196 0.373
-0.038 -0.045 -0.050
-0.060 0.084 0.101
0.059 -0.050 -0.009
0.062 0.014 0.005
-0.004 -0.009 -0.049
-0.041 -0.022 -0.026
0.005 -0.030 -0.032
-0.053 0.041 0.054
-0.039 0.015 0.085
-0.004 -0.034 0.074
-0.042 -0.024 -0.143
0.075 -0.080 -0.092

Löwdin atomic charge list, values in e, 5 entries: number 1, C, carries -0.08; number 2, C, carries -0.27; number 3, O, carries -0.13; number 4, C, carries -0.19; number 5, C, carries -0.17